A cluster of 2 separate species, C3H7N3O in total at a distorted geometry, computed with ωB97M-V with the def2-TZVPD basis set.

Structure (XYZ):
```
14
Properties=species:S:1:pos:R:3:lowdin_charge:R:1
C 0.284 1.402 -2.397 -0.059
C 0.904 -0.806 -0.900 -0.136
C -0.193 -0.278 1.781 0.017
N -1.953 0.652 0.749 0.074
N -0.232 0.084 -0.723 -0.097
N -0.838 0.109 0.441 -0.323
O 1.288 1.885 -2.196 0.031
H 0.818 -1.605 -0.298 0.030
H 0.950 -1.047 -1.918 0.055
H 1.877 -0.335 -0.593 0.099
H 0.834 -0.339 1.623 0.047
H -0.645 0.436 2.538 0.104
H -0.734 -1.215 1.993 0.094
H -2.360 1.059 -0.101 0.065
```

Calculated values
Relative energy (zero: lowest compared OMol25 entry of this formula, charge and spin) (kcal per mole): 116.4
Net charge: 0
Largest force on an atom (hartree/bohr): 0.0743
Highest occupied orbital energy (eV): -8.68
Lowest unoccupied orbital energy (eV): 0.690